No. 1
{"formula": "C51H66Cl2INO11PS", "method": "ωB97M-V/def2-TZVPD", "elements": ["C", "C", "C", "N", "C", "C", "C", "C", "C", "I", "P", "C", "C", "C", "C", "C", "C", "C", "C", "C", "C", "C", "C", "C", "O", "C", "C", "C", "C", "C", "S", "O", "O", "Cl", "C", "Cl", "H", "H", "H", "H", "H", "H", "H", "H", "H", "H", "H", "H", "H", "H", "H", "H", "H", "H", "H", "H", "H", "H", "H", "H", "H", "H", "H", "H", "H", "H", "H", "H", "H", "H", "H", "H", "H", "H", "H", "H", "H", "H", "H", "H", "H", "H", "H", "H", "H", "H", "C", "C", "C", "O", "C", "C", "C", "O", "H", "H", "H", "H", "C", "C", "C", "O", "C", "C", "C", "O", "H", "H", "H", "H", "C", "C", "C", "O", "C", "C", "C", "O", "H", "H", "H", "H", "C", "C", "C", "O", "C", "C", "C", "O", "H", "H", "H", "H"], "xyz": [[-7.03, -5.48, 0.55], [-6.24, -4.69, 1.27], [-5.26, -3.45, 1.64], [-3.80, -3.76, 1.44], [-2.90, -2.89, 2.32], [-1.73, -2.17, 1.41], [-1.40, -0.81, 2.24], [-0.32, 0.17, 1.55], [0.87, 0.45, 2.66], [2.70, 1.00, 1.54], [-0.25, -3.25, 1.76], [-0.55, -5.08, 2.00], [-0.25, -6.05, 0.72], [1.38, -2.76, 0.99], [2.39, -3.95, 0.59], [-2.48, -2.09, -0.04], [-1.43, -2.21, -1.31], [-0.94, -0.79, -1.90], [0.56, -0.83, -2.56], [1.03, 0.71, -2.68], [2.60, 0.94, -2.96], [2.91, 2.51, -2.61], [4.45, 2.94, -2.91], [5.30, 2.59, -1.55], [6.66, 3.11, -1.69], [7.57, 1.99, -1.45], [-3.42, -0.78, 0.07], [-4.68, -0.72, -0.95], [-4.34, -0.13, -2.42], [-4.22, -1.24, -3.59], [-5.95, -1.70, -4.18], [-6.92, -1.88, -3.00], [-6.54, -0.67, -5.10], [-5.87, -3.54, -5.16], [-3.20, -3.57, 0.05], [-4.17, -4.19, -1.38], [-7.87, -6.03, -0.04], [-5.43, -3.28, 2.79], [-5.54, -2.48, 1.10], [-3.60, -4.76, 1.63], [-3.55, -2.04, 2.75], [-2.54, -3.49, 3.24], [-2.33, -0.19, 2.53], [-0.93, -1.16, 3.25], [0.23, -0.26, 0.64], [-0.76, 1.22, 1.32], [1.14, -0.55, 3.19], [0.59, 1.29, 3.40], [0.16, -5.45, 2.84], [-1.62, -5.36, 2.37], [-1.20, -6.69, 0.50], [0.56, -6.82, 1.03], [0.08, -5.49, -0.23], [1.96, -2.09, 1.77], [1.24, -2.10, 0.06], [2.33, -4.78, 1.39], [2.01, -4.44, -0.40], [3.48, -3.60, 0.38], [-0.48, -2.81, -1.05], [-1.91, -2.78, -2.21], [-0.93, 0.08, -1.15], [-1.63, -0.56, -2.81], [0.47, -1.25, -3.64], [1.29, -1.52, -2.00], [0.69, 1.37, -1.78], [0.47, 1.15, -3.61], [2.88, 0.83, -4.09], [3.28, 0.26, -2.31], [2.74, 2.71, -1.48], [2.20, 3.23, -3.20], [4.88, 2.44, -3.85], [4.55, 4.09, -3.04], [4.78, 3.15, -0.68], [5.24, 1.45, -1.41], [7.63, 1.38, -2.43], [8.59, 2.45, -1.17], [7.23, 1.35, -0.54], [-2.82, 0.22, -0.11], [-3.91, -0.63, 1.13], [-5.40, 0.07, -0.47], [-5.31, -1.70, -0.97], [-5.24, 0.55, -2.71], [-3.43, 0.60, -2.36], [-3.70, -2.21, -3.29], [-3.69, -0.76, -4.52], [-2.25, -4.25, -0.03], [-4.32, 5.19, -1.55], [-3.48, 4.19, -1.79], [-2.92, 3.37, -0.69], [-2.15, 2.46, -0.91], [-3.34, 3.71, 0.69], [-4.19, 4.71, 0.93], [-4.74, 5.53, -0.17], [-5.52, 6.45, 0.05], [-4.74, 5.80, -2.34], [-3.16, 3.93, -2.79], [-2.93, 3.10, 1.48], [-4.50, 4.97, 1.93], [9.53, 0.00, -5.11], [10.77, 0.09, -5.61], [11.91, -0.57, -4.95], [13.04, -0.49, -5.41], [11.64, -1.34, -3.72], [10.41, -1.43, -3.22], [9.26, -0.77, -3.87], [8.14, -0.85, -3.42], [8.68, 0.48, -5.57], [10.98, 0.65, -6.51], [12.49, -1.82, -3.25], [10.19, -1.99, -2.31], [-8.30, 4.04, 3.63], [-9.04, 4.96, 4.24], [-9.15, 6.34, 3.71], [-9.83, 7.18, 4.27], [-8.41, 6.64, 2.47], [-7.67, 5.72, 1.85], [-7.56, 4.35, 2.39], [-6.89, 3.50, 1.83], [-8.21, 3.03, 4.01], [-9.60, 4.75, 5.15], [-8.50, 7.66, 2.09], [-7.12, 5.93, 0.94], [4.65, 0.04, 4.75], [5.81, 0.19, 4.11], [7.07, 0.36, 4.85], [8.13, 0.50, 4.26], [7.01, 0.35, 6.32], [5.85, 0.20, 6.97], [4.58, 0.03, 6.22], [3.52, -0.11, 6.81], [3.71, -0.08, 4.22], [5.87, 0.20, 3.03], [7.94, 0.48, 6.85], [5.78, 0.19, 8.05]], "total_charge": 1, "multiplicity": 1}

No. 2
{"formula": "C51H67F5O21", "method": "ωB97M-V/def2-TZVPD", "elements": ["F", "C", "C", "C", "C", "C", "C", "H", "H", "H", "H", "H", "F", "C", "C", "C", "C", "C", "C", "H", "H", "H", "H", "H", "F", "C", "C", "C", "C", "C", "C", "H", "H", "H", "H", "H", "F", "C", "C", "C", "C", "C", "C", "H", "H", "H", "H", "H", "F", "C", "C", "C", "C", "C", "C", "H", "H", "H", "H", "H", "C", "O", "C", "O", "O", "C", "H", "H", "H", "H", "H", "H", "C", "O", "C", "O", "O", "C", "H", "H", "H", "H", "H", "H", "C", "O", "C", "O", "O", "C", "H", "H", "H", "H", "H", "H", "C", "O", "C", "O", "O", "C", "H", "H", "H", "H", "H", "H", "C", "O", "C", "O", "O", "C", "H", "H", "H", "H", "H", "H", "C", "O", "C", "O", "O", "C", "H", "H", "H", "H", "H", "H", "C", "O", "C", "O", "O", "C", "H", "H", "H", "H", "H", "H"], "xyz": [[-1.85, 8.72, -0.59], [-1.60, 7.96, 0.51], [-1.19, 6.62, 0.43], [-0.72, 6.00, 1.51], [-0.71, 6.64, 2.76], [-1.05, 8.00, 2.84], [-1.46, 8.66, 1.68], [-1.23, 6.05, -0.49], [-0.40, 4.97, 1.53], [-0.38, 6.06, 3.61], [-1.01, 8.56, 3.76], [-1.61, 9.72, 1.82], [-6.44, -0.15, -0.45], [-5.55, -0.79, 0.45], [-4.79, -0.12, 1.36], [-3.94, -0.85, 2.22], [-3.91, -2.21, 2.14], [-4.57, -2.88, 1.11], [-5.42, -2.15, 0.34], [-4.74, 0.95, 1.31], [-3.31, -0.34, 2.95], [-3.14, -2.74, 2.69], [-4.54, -3.94, 0.92], [-6.02, -2.61, -0.43], [2.39, -0.50, -0.19], [1.13, -0.16, -0.02], [0.74, 1.12, 0.42], [-0.64, 1.35, 0.44], [-1.47, 0.36, 0.08], [-1.11, -0.90, -0.37], [0.25, -1.20, -0.39], [1.43, 1.89, 0.74], [-1.04, 2.30, 0.79], [-2.53, 0.56, 0.19], [-1.86, -1.68, -0.44], [0.60, -2.20, -0.56], [-3.10, 3.09, -0.80], [-3.19, 2.24, -1.83], [-2.21, 2.31, -2.80], [-2.16, 1.34, -3.81], [-3.21, 0.44, -3.98], [-4.21, 0.40, -2.98], [-4.19, 1.27, -1.89], [-1.39, 3.01, -2.72], [-1.44, 1.29, -4.61], [-3.16, -0.33, -4.73], [-5.09, -0.21, -3.13], [-5.02, 1.18, -1.21], [-0.95, -0.53, -6.18], [0.23, -0.56, -5.55], [0.33, -0.79, -4.22], [1.56, -0.89, -3.60], [2.72, -0.62, -4.35], [2.64, -0.30, -5.70], [1.41, -0.37, -6.31], [-0.58, -0.93, -3.65], [1.76, -1.07, -2.55], [3.69, -0.71, -3.89], [3.56, -0.32, -6.26], [1.35, -0.24, -7.38], [-3.42, 3.10, 6.81], [-3.04, 3.73, 5.58], [-3.77, 3.39, 4.51], [-4.68, 2.52, 4.52], [-3.46, 4.16, 3.49], [-3.73, 3.70, 2.13], [-2.74, 3.35, 7.63], [-3.48, 2.02, 6.83], [-4.46, 3.36, 7.02], [-4.82, 3.78, 2.10], [-3.41, 2.66, 2.03], [-3.30, 4.40, 1.42], [-3.26, -3.59, -3.05], [-3.22, -4.95, -2.62], [-4.24, -5.39, -1.90], [-5.29, -4.77, -1.57], [-3.99, -6.65, -1.77], [-4.82, -7.51, -0.92], [-4.22, -3.10, -2.95], [-3.00, -3.59, -4.11], [-2.51, -2.90, -2.66], [-4.99, -8.49, -1.37], [-5.82, -7.07, -0.90], [-4.54, -7.56, 0.13], [4.71, 1.80, -2.94], [4.77, 3.17, -2.43], [4.19, 3.43, -1.22], [3.56, 2.68, -0.56], [4.48, 4.65, -0.85], [5.33, 5.53, -1.55], [5.05, 0.98, -2.30], [5.44, 1.72, -3.75], [3.73, 1.40, -3.21], [6.34, 5.29, -1.21], [5.25, 6.50, -1.07], [5.23, 5.49, -2.64], [0.49, 2.73, 5.88], [0.97, 1.56, 5.23], [0.18, 0.84, 4.44], [-0.89, 1.14, 4.06], [0.90, -0.17, 3.95], [0.48, -1.19, 3.08], [0.07, 3.41, 5.14], [1.40, 3.19, 6.28], [-0.11, 2.49, 6.76], [-0.28, -0.78, 2.41], [0.13, -2.05, 3.65], [1.27, -1.52, 2.40], [-0.55, -4.90, 1.04], [0.82, -4.46, 1.06], [1.52, -4.41, 2.13], [1.34, -4.98, 3.25], [2.51, -3.50, 1.77], [3.55, -3.30, 2.70], [-0.82, -5.71, 1.72], [-0.71, -5.30, 0.03], [-1.15, -4.02, 1.25], [4.52, -2.95, 2.35], [3.89, -4.03, 3.43], [3.23, -2.37, 3.19], [8.90, -0.92, -0.28], [8.00, -0.99, 0.84], [6.91, -0.27, 0.88], [6.51, 0.39, -0.11], [6.40, -0.24, 2.19], [5.11, 0.16, 2.42], [8.28, -1.07, -1.16], [9.66, -1.70, -0.25], [9.46, 0.01, -0.39], [4.85, 0.14, 3.48], [4.44, -0.42, 1.78], [4.96, 1.22, 2.24], [3.58, -3.76, -1.49], [3.14, -4.39, -2.71], [1.79, -4.55, -2.90], [0.91, -4.12, -2.14], [1.57, -5.18, -4.16], [0.26, -5.05, -4.72], [4.66, -3.84, -1.55], [3.31, -4.40, -0.65], [3.23, -2.75, -1.29], [-0.24, -4.25, -4.18], [-0.38, -5.90, -4.51], [0.41, -4.80, -5.77]], "smiles": "COC(=O)OC.COC(=O)OC.COC(=O)OC.COC(=O)OC.COC(=O)OC.COC(=O)OC.COC(=O)OC.Fc1ccccc1.Fc1ccccc1.Fc1ccccc1.Fc1ccccc1.Fc1ccccc1", "multiplicity": 1}

No. 3
{"formula": "C51H70O17", "method": "ωB97M-V/def2-TZVPD", "elements": ["C", "C", "O", "C", "H", "H", "H", "H", "H", "H", "C", "C", "O", "C", "H", "H", "H", "H", "H", "H", "C", "C", "O", "C", "H", "H", "H", "H", "H", "H", "C", "C", "O", "C", "H", "H", "H", "H", "H", "H", "C", "C", "O", "C", "H", "H", "H", "H", "H", "H", "C", "C", "O", "C", "H", "H", "H", "H", "H", "H", "C", "C", "O", "C", "H", "H", "H", "H", "H", "H", "C", "C", "O", "C", "H", "H", "H", "H", "H", "H", "C", "C", "O", "C", "H", "H", "H", "H", "H", "H", "C", "C", "C", "O", "C", "C", "C", "O", "H", "H", "H", "H", "C", "C", "C", "O", "C", "C", "C", "O", "H", "H", "H", "H", "C", "C", "C", "O", "C", "C", "C", "O", "H", "H", "H", "H", "C", "C", "C", "O", "C", "C", "C", "O", "H", "H", "H", "H"], "xyz": [[-11.15, -14.52, 9.12], [-10.68, -13.46, 8.19], [-11.28, -12.88, 7.29], [-9.23, -13.09, 8.39], [-11.25, -14.06, 10.09], [-10.36, -15.25, 9.25], [-12.11, -14.98, 8.87], [-8.58, -13.87, 8.01], [-8.96, -12.87, 9.42], [-9.09, -12.22, 7.76], [-17.42, -21.57, 6.21], [-16.67, -20.34, 6.40], [-16.85, -19.31, 5.78], [-15.55, -20.41, 7.46], [-18.03, -21.64, 5.35], [-18.08, -21.78, 7.07], [-16.71, -22.41, 6.21], [-15.77, -21.17, 8.24], [-15.35, -19.41, 7.81], [-14.70, -20.82, 6.94], [-10.68, -24.90, 8.67], [-10.00, -26.21, 8.37], [-9.58, -27.02, 9.20], [-9.73, -26.55, 6.94], [-10.10, -24.06, 8.19], [-10.88, -24.83, 9.73], [-11.61, -24.85, 8.05], [-9.34, -27.56, 6.82], [-8.97, -25.81, 6.58], [-10.63, -26.38, 6.37], [-7.34, -16.94, 12.43], [-8.04, -17.56, 11.28], [-7.49, -18.37, 10.55], [-9.46, -17.16, 11.06], [-7.26, -15.85, 12.28], [-6.34, -17.33, 12.58], [-7.94, -17.15, 13.34], [-9.74, -17.04, 10.02], [-9.59, -16.29, 11.71], [-10.07, -17.95, 11.47], [-8.30, -21.74, 9.42], [-8.70, -21.32, 8.04], [-9.46, -21.96, 7.33], [-8.17, -20.01, 7.50], [-7.44, -21.20, 9.82], [-8.20, -22.81, 9.34], [-9.15, -21.59, 10.11], [-8.84, -19.24, 7.89], [-8.23, -19.95, 6.40], [-7.16, -19.78, 7.84], [-17.47, -22.14, 12.16], [-16.20, -22.07, 11.32], [-16.09, -22.64, 10.24], [-15.13, -21.14, 11.85], [-18.09, -21.26, 12.14], [-17.29, -22.42, 13.21], [-18.10, -22.89, 11.72], [-15.02, -21.27, 12.92], [-15.53, -20.11, 11.73], [-14.20, -21.26, 11.28], [-11.78, -15.00, 3.10], [-11.89, -15.47, 4.57], [-12.94, -15.85, 4.99], [-10.56, -15.43, 5.31], [-12.76, -14.64, 2.83], [-11.56, -15.88, 2.46], [-11.00, -14.26, 2.95], [-10.12, -14.44, 5.43], [-9.78, -15.92, 4.72], [-10.69, -15.80, 6.32], [-10.05, -21.80, 13.33], [-11.36, -22.25, 12.85], [-11.67, -22.08, 11.66], [-12.28, -22.88, 13.81], [-9.34, -21.48, 12.62], [-9.61, -22.64, 13.94], [-10.21, -20.96, 14.00], [-13.28, -22.98, 13.38], [-12.31, -22.38, 14.79], [-11.88, -23.89, 14.05], [-14.82, -14.08, 7.15], [-15.92, -15.10, 7.12], [-17.07, -14.81, 6.88], [-15.53, -16.51, 7.39], [-15.30, -13.12, 7.23], [-14.25, -14.12, 6.20], [-14.04, -14.27, 7.91], [-14.68, -16.88, 6.81], [-16.38, -17.15, 7.25], [-15.27, -16.65, 8.44], [-11.33, -22.53, 3.72], [-10.53, -23.47, 4.21], [-9.24, -23.82, 3.61], [-8.44, -24.63, 4.07], [-9.01, -23.16, 2.31], [-9.78, -22.20, 1.81], [-11.08, -21.78, 2.44], [-11.90, -20.97, 1.99], [-12.28, -22.35, 4.21], [-10.63, -23.76, 5.27], [-8.19, -23.56, 1.74], [-9.63, -21.82, 0.79], [-12.11, -21.40, 8.70], [-11.83, -20.24, 9.32], [-11.88, -18.92, 8.62], [-11.80, -17.89, 9.27], [-11.93, -19.07, 7.17], [-12.17, -20.22, 6.53], [-12.27, -21.55, 7.24], [-12.34, -22.63, 6.61], [-12.10, -22.33, 9.32], [-11.63, -20.23, 10.38], [-11.91, -18.17, 6.57], [-12.27, -20.35, 5.47], [-15.59, -17.41, 3.09], [-15.03, -18.31, 3.93], [-15.07, -19.74, 3.71], [-14.57, -20.53, 4.52], [-15.89, -20.20, 2.60], [-16.45, -19.33, 1.74], [-16.36, -17.87, 1.91], [-16.87, -17.05, 1.14], [-15.38, -16.33, 3.23], [-14.42, -17.95, 4.75], [-15.96, -21.25, 2.50], [-17.15, -19.72, 0.99], [-12.08, -17.16, 13.56], [-12.25, -15.84, 13.64], [-13.13, -15.07, 12.78], [-13.38, -13.90, 13.01], [-13.80, -15.94, 11.79], [-13.66, -17.26, 11.69], [-12.70, -18.05, 12.55], [-12.50, -19.23, 12.42], [-11.49, -17.72, 14.30], [-11.83, -15.34, 14.51], [-14.44, -15.46, 11.07], [-14.13, -17.89, 10.93]], "multiplicity": 1}

Number 1: gap between HOMO and LUMO 6.45 eV, calculated total energy -131215.7534 eV. Number 2: gap between HOMO and LUMO 9.28 eV, calculated total energy -110553.6638 eV. Number 3: gap between HOMO and LUMO 6.76 eV, calculated total energy -88823.3968 eV.